Below is 8 unconnected molecules or ions with the total composition C97H97N3O13 in a non-equilibrium geometry, with properties calculated with ωB97M-V/def2-TZVPD.

The SMILES is O=C1c2ccccc2C(=O)c2ccccc21.O=C1c2ccccc2C(=O)c2ccccc21.O=C1c2ccccc2C(=O)c2ccccc21.O=C1c2ccccc2C(=O)c2ccccc21.O=C1c2ccccc2C(=O)c2ccccc21.CC1(C)CCCC(C)(C)N1O.CC1(C)CCCC(C)(C)N1O.CC1(C)CCCC(C)(C)N1O. As for the gap between HOMO and LUMO: 0.2452 Eh.

Each line ends with the Löwdin charge.
CARTESIAN COORDINATES (ANGSTROEM)
O  -21.709  -5.844  -14.650  0.038
C  -22.417  -6.304  -13.694  -0.218
C  -21.852  -6.533  -12.280  -0.095
C  -20.544  -6.051  -12.149  0.008
C  -19.798  -6.284  -10.932  -0.043
C  -20.560  -6.582  -9.811  -0.064
C  -21.940  -7.007  -9.909  0.008
C  -22.585  -6.950  -11.147  -0.080
C  -24.093  -7.353  -11.372  -0.217
O  -24.804  -7.743  -10.451  0.084
C  -24.647  -7.151  -12.815  -0.058
C  -25.967  -7.583  -13.154  -0.003
C  -26.486  -7.457  -14.439  -0.069
C  -25.742  -6.866  -15.456  -0.055
C  -24.382  -6.569  -15.213  0.013
C  -23.842  -6.743  -13.898  -0.093
H  -20.076  -5.796  -13.088  0.105
H  -18.746  -6.087  -10.786  0.100
H  -19.959  -6.763  -8.932  0.095
H  -22.456  -7.445  -9.068  0.110
H  -26.439  -8.077  -12.317  0.110
H  -27.523  -7.664  -14.657  0.105
H  -26.194  -6.762  -16.432  0.104
H  -23.702  -6.517  -16.050  0.114
O  -20.725  2.353  -9.709  0.094
C  -21.698  1.870  -9.133  -0.264
C  -22.614  0.793  -9.787  -0.037
C  -22.319  0.329  -11.142  -0.009
C  -23.019  -0.709  -11.689  -0.090
C  -24.178  -1.230  -11.075  -0.037
C  -24.469  -0.850  -9.724  0.019
C  -23.641  0.135  -9.088  -0.098
C  -24.043  0.552  -7.701  -0.217
O  -24.791  -0.162  -6.962  0.054
C  -23.346  1.811  -7.141  -0.044
C  -23.821  2.445  -5.981  -0.068
C  -23.245  3.474  -5.467  -0.104
C  -22.027  3.947  -5.953  -0.031
C  -21.531  3.402  -7.148  0.011
C  -22.255  2.392  -7.860  -0.070
H  -21.439  0.614  -11.699  0.112
H  -22.715  -0.943  -12.698  0.105
H  -24.694  -2.043  -11.563  0.098
H  -25.389  -1.194  -9.273  0.110
H  -24.752  2.058  -5.594  0.127
H  -23.855  3.794  -4.636  0.120
H  -21.436  4.698  -5.450  0.106
H  -20.664  3.870  -7.591  0.113
O  -17.171  -13.686  -19.826  0.092
C  -17.908  -12.732  -19.595  -0.265
C  -18.079  -12.132  -18.256  -0.080
C  -17.496  -12.736  -17.171  -0.001
C  -17.714  -12.269  -15.843  -0.032
C  -18.582  -11.195  -15.719  -0.055
C  -19.060  -10.512  -16.850  -0.011
C  -18.908  -10.929  -18.140  -0.069
C  -19.622  -10.310  -19.237  -0.316
O  -20.201  -9.228  -19.134  0.099
C  -19.662  -11.024  -20.502  -0.059
C  -20.635  -10.701  -21.537  0.006
C  -20.790  -11.426  -22.687  -0.082
C  -19.933  -12.493  -22.893  -0.055
C  -19.046  -12.908  -21.873  -0.005
C  -18.888  -12.214  -20.660  -0.052
H  -16.775  -13.524  -17.335  0.118
H  -17.321  -12.812  -14.996  0.104
H  -18.841  -10.724  -14.782  0.105
H  -19.719  -9.707  -16.560  0.121
H  -21.326  -9.890  -21.359  0.113
H  -21.446  -10.966  -23.410  0.108
H  -19.895  -13.054  -23.815  0.103
H  -18.362  -13.700  -22.140  0.111
O  -23.317  -12.822  -12.937  0.057
C  -24.070  -12.933  -11.940  -0.231
C  -25.628  -13.006  -12.074  -0.070
C  -26.157  -13.039  -13.382  0.004
C  -27.583  -13.162  -13.613  -0.013
C  -28.388  -13.128  -12.447  -0.098
C  -27.839  -13.097  -11.242  -0.063
C  -26.486  -12.902  -10.937  -0.031
C  -25.876  -12.862  -9.481  -0.281
O  -26.509  -12.808  -8.472  0.130
C  -24.430  -12.632  -9.440  -0.079
C  -23.759  -12.296  -8.244  -0.005
C  -22.398  -12.011  -8.175  -0.048
C  -21.514  -12.246  -9.277  -0.036
C  -22.165  -12.573  -10.448  -0.020
C  -23.568  -12.692  -10.569  -0.084
H  -25.443  -13.194  -14.178  0.104
H  -28.042  -13.320  -14.578  0.098
H  -29.455  -13.122  -12.613  0.110
H  -28.491  -13.312  -10.408  0.122
H  -24.374  -12.310  -7.357  0.115
H  -21.973  -11.777  -7.210  0.099
H  -20.443  -12.113  -9.237  0.104
H  -21.596  -12.687  -11.358  0.112
O  -13.453  -1.611  -1.683  0.144
C  -13.824  -0.734  -2.375  -0.321
C  -14.733  -0.994  -3.534  -0.055
C  -15.203  -2.332  -3.781  -0.011
C  -16.225  -2.656  -4.664  -0.077
C  -16.827  -1.636  -5.455  -0.034
C  -16.387  -0.250  -5.310  0.042
C  -15.298  -0.001  -4.370  -0.072
C  -14.936  1.440  -4.208  -0.318
O  -15.384  2.314  -4.872  0.133
C  -13.822  1.656  -3.194  -0.052
C  -13.209  2.914  -3.135  -0.015
C  -12.237  3.209  -2.206  -0.069
C  -11.772  2.238  -1.331  -0.072
C  -12.212  0.965  -1.479  -0.020
C  -13.264  0.670  -2.346  -0.068
H  -14.932  -3.230  -3.245  0.110
H  -16.564  -3.681  -4.659  0.100
H  -17.682  -1.883  -6.067  0.091
H  -16.835  0.549  -5.882  0.105
H  -13.377  3.774  -3.766  0.119
H  -11.881  4.222  -2.094  0.107
H  -11.031  2.528  -0.601  0.110
H  -11.802  0.220  -0.813  0.122
C  -26.398  -11.653  -22.164  -0.022
C  -27.887  -11.113  -22.384  -0.455
C  -28.344  -10.286  -21.182  -0.049
C  -27.944  -10.271  -23.721  -0.100
C  -27.677  -11.279  -24.970  -0.137
C  -28.907  -12.216  -24.984  -0.149
C  -29.055  -13.053  -23.753  -0.477
C  -30.577  -13.631  -23.759  -0.021
C  -28.100  -14.262  -23.748  -0.037
N  -28.782  -12.281  -22.520  -0.157
O  -28.934  -13.038  -21.371  -0.010
H  -25.739  -10.998  -21.594  0.068
H  -26.408  -12.370  -21.343  0.074
H  -25.855  -12.056  -23.019  0.062
H  -28.217  -10.759  -20.208  0.075
H  -27.654  -9.443  -21.202  0.080
H  -29.373  -9.957  -21.032  0.084
H  -28.853  -9.701  -23.914  0.103
H  -27.341  -9.367  -23.635  0.104
H  -27.487  -10.649  -25.839  0.097
H  -26.657  -11.647  -24.865  0.083
H  -28.847  -12.968  -25.772  0.120
H  -29.771  -11.580  -25.178  0.120
H  -30.848  -14.301  -22.944  0.069
H  -30.750  -14.151  -24.702  0.072
H  -31.335  -12.849  -23.732  0.070
H  -28.371  -15.066  -24.433  0.080
H  -27.972  -14.796  -22.806  0.079
H  -27.094  -13.906  -23.970  0.071
H  -29.834  -12.767  -21.180  0.105
C  -11.438  -3.187  -18.162  -0.038
C  -12.872  -2.833  -18.566  -0.494
C  -13.339  -1.370  -18.265  -0.008
C  -12.895  -3.044  -20.041  -0.157
C  -14.318  -3.191  -20.592  -0.213
C  -15.077  -4.240  -19.888  -0.137
C  -15.080  -4.199  -18.299  -0.479
C  -16.214  -3.180  -17.842  -0.007
C  -15.332  -5.561  -17.753  -0.059
N  -13.718  -3.872  -17.903  -0.154
O  -13.527  -3.923  -16.535  -0.012
H  -11.101  -4.179  -18.463  0.089
H  -10.881  -2.404  -18.676  0.084
H  -11.219  -3.056  -17.102  0.079
H  -13.526  -1.073  -17.233  0.083
H  -12.592  -0.692  -18.677  0.077
H  -14.242  -1.076  -18.800  0.065
H  -12.527  -2.128  -20.504  0.122
H  -12.335  -3.916  -20.381  0.124
H  -14.780  -2.206  -20.544  0.103
H  -14.372  -3.543  -21.622  0.117
H  -14.701  -5.158  -20.339  0.120
H  -16.075  -3.994  -20.253  0.118
H  -17.096  -3.813  -17.942  0.069
H  -16.356  -2.353  -18.537  0.069
H  -16.077  -2.902  -16.797  0.080
H  -16.393  -5.781  -17.874  0.078
H  -15.389  -5.790  -16.688  0.088
H  -14.780  -6.298  -18.336  0.089
H  -12.967  -4.703  -16.561  0.104
C  -35.349  -8.212  -12.385  -0.040
C  -34.621  -9.329  -11.609  -0.479
C  -33.105  -8.979  -11.513  -0.029
C  -35.110  -9.305  -10.133  -0.138
C  -36.481  -9.932  -9.721  -0.124
C  -36.531  -11.377  -10.378  -0.121
C  -36.152  -11.427  -11.874  -0.521
C  -35.878  -12.853  -12.206  -0.048
C  -37.371  -10.877  -12.675  -0.027
N  -34.887  -10.660  -12.153  -0.101
O  -34.685  -10.708  -13.547  -0.023
H  -35.340  -7.262  -11.851  0.082
H  -35.030  -8.084  -13.420  0.081
H  -36.428  -8.311  -12.503  0.062
H  -32.701  -8.122  -12.051  0.074
H  -32.758  -8.777  -10.500  0.070
H  -32.390  -9.731  -11.848  0.078
H  -34.436  -9.940  -9.558  0.114
H  -35.075  -8.247  -9.875  0.114
H  -36.613  -10.040  -8.644  0.106
H  -37.291  -9.391  -10.210  0.092
H  -37.544  -11.779  -10.367  0.113
H  -35.923  -12.152  -9.911  0.108
H  -35.262  -13.373  -11.473  0.094
H  -35.437  -13.135  -13.162  0.091
H  -36.851  -13.324  -12.343  0.090
H  -38.146  -11.624  -12.504  0.083
H  -37.284  -10.699  -13.747  0.089
H  -37.764  -9.949  -12.258  0.069
H  -35.515  -11.170  -13.684  0.040